(1)
{"formula": "C21H47N4O17", "method": "ωB97M-V/def2-TZVPD", "species": ["N", "C", "C", "N", "C", "N", "C", "C", "C", "O", "N", "O", "H", "H", "H", "H", "H", "H", "H", "H", "H", "H", "H", "H", "H", "H", "H", "H", "H", "C", "O", "C", "O", "O", "C", "H", "H", "H", "H", "H", "H", "C", "O", "C", "O", "O", "C", "H", "H", "H", "H", "H", "H", "C", "O", "C", "O", "O", "C", "H", "H", "H", "H", "H", "H", "C", "O", "C", "O", "O", "C", "H", "H", "H", "H", "H", "H", "C", "O", "C", "O", "O", "C", "H", "H", "H", "H", "H", "H"], "coordinates": [[-6.49572, 3.62126, -1.68375], [-6.58522, 2.71810, -0.53703], [-5.91983, 1.38524, -0.73655], [-4.41695, 1.44808, -0.71702], [-3.90735, 1.90852, 0.48538], [-3.26762, 3.04329, 0.61748], [-3.00209, 3.81267, -0.60758], [-1.65832, 3.50733, -1.27369], [-1.32602, 2.03701, -1.47297], [-1.92155, 1.45802, -2.60911], [-4.06163, 1.15993, 1.53727], [-3.57959, 1.52194, 2.77176], [-5.88446, 4.40377, -1.51795], [-6.20236, 3.12618, -2.51286], [-7.63314, 2.53094, -0.32729], [-6.20695, 3.23895, 0.33807], [-6.19608, 0.96104, -1.68954], [-6.23714, 0.66185, 0.01140], [-4.06685, 0.50451, -0.87068], [-2.42998, 2.93571, 1.18005], [-3.80489, 3.73839, -1.31321], [-2.97659, 4.85347, -0.31469], [-1.70193, 3.94255, -2.26583], [-0.82499, 3.99614, -0.78761], [-1.53291, 1.42536, -0.59057], [-0.25595, 1.96233, -1.61611], [-2.72034, 1.94053, -2.85028], [-4.51229, 0.25584, 1.49398], [-4.35696, 1.67417, 3.33252], [1.82243, 4.85177, -7.64537], [0.87908, 4.38633, -6.67537], [1.09775, 3.14119, -6.25154], [1.98830, 2.41762, -6.60775], [0.15123, 2.83625, -5.35688], [0.25705, 1.51788, -4.80856], [1.53266, 5.86633, -7.90253], [2.82780, 4.86166, -7.22927], [1.78999, 4.23329, -8.53991], [1.20386, 1.39680, -4.28210], [0.16681, 0.76567, -5.59063], [-0.56938, 1.41191, -4.10342], [-2.58803, -4.76716, -0.56367], [-2.85652, -3.45902, -0.03137], [-1.85801, -2.93697, 0.67054], [-0.79225, -3.44175, 0.89078], [-2.24484, -1.72150, 1.09980], [-1.25858, -1.03662, 1.87701], [-3.47267, -5.07699, -1.11058], [-1.74384, -4.73812, -1.24805], [-2.40113, -5.47501, 0.24083], [-0.35592, -0.85906, 1.29480], [-1.02154, -1.58976, 2.78322], [-1.68597, -0.07722, 2.15889], [2.81767, -1.77300, 2.09479], [2.53104, -0.46682, 2.60766], [3.52379, 0.07055, 3.32123], [4.58632, -0.44412, 3.54877], [3.13232, 1.27534, 3.73786], [4.11452, 1.96416, 4.51904], [1.94004, -2.10018, 1.54245], [3.67060, -1.74522, 1.41979], [3.00088, -2.47357, 2.90677], [5.01742, 2.13764, 3.93668], [4.34661, 1.40461, 5.42196], [3.68748, 2.92251, 4.79921], [-2.70022, -7.35160, -5.76675], [-2.05061, -8.40447, -5.05271], [-1.56205, -8.05072, -3.86642], [-1.62700, -6.95164, -3.37309], [-0.98800, -9.11965, -3.31930], [-0.41142, -8.89239, -2.03226], [-3.04558, -7.77620, -6.70460], [-3.55629, -6.97882, -5.20708], [-2.00334, -6.54227, -5.97650], [-1.17358, -8.58360, -1.31871], [0.37762, -8.14492, -2.09069], [0.01603, -9.83689, -1.70946], [9.37150, 3.56481, 8.60625], [8.45131, 3.27005, 7.55264], [8.26525, 1.96705, 7.33620], [8.79074, 1.06811, 7.93704], [7.39147, 1.83447, 6.33474], [7.09231, 0.47938, 5.98816], [9.43074, 4.64704, 8.67677], [9.01344, 3.16396, 9.55255], [10.35817, 3.16722, 8.37709], [6.64251, -0.04371, 6.83082], [7.98619, -0.04451, 5.65568], [6.37956, 0.50674, 5.17099]], "forces_ev_per_angstrom": [[0.1, -0.3, 0.2], [-0.2, 0.6, -0.4], [0.6, -0.3, 0.3], [-0.8, 0.0, -0.4], [-0.1, -0.5, 0.2], [1.0, 0.4, -1.5], [0.9, 1.0, 0.2], [-0.3, -0.6, -0.2], [0.3, 0.2, 0.0], [-0.6, -0.1, 0.0], [-0.6, -1.0, 1.0], [0.2, 0.0, -0.2], [0.0, 0.1, -0.1], [0.0, 0.2, -0.2], [-0.2, -0.2, 0.1], [0.2, 0.0, 0.3], [0.0, -0.1, -0.4], [-0.3, 0.0, 0.2], [0.2, 0.1, -0.2], [-0.3, 0.5, 0.8], [-0.5, -0.5, -0.1], [-0.1, 0.3, 0.2], [0.1, 0.3, -0.3], [0.1, 0.1, 0.4], [-0.2, -0.1, 0.2], [0.3, -0.1, -0.1], [0.0, -0.1, 0.1], [0.2, -0.1, -0.1], [0.0, 0.1, 0.0], [0.1, 0.2, -0.2], [0.0, 0.0, 0.1], [0.0, 0.1, 0.0], [0.0, 0.0, 0.0], [0.0, 0.0, 0.0], [-0.2, -0.2, 0.2], [-0.1, 0.0, 0.1], [0.0, -0.1, 0.0], [0.1, -0.1, 0.1], [0.1, 0.0, -0.1], [0.1, 0.0, 0.0], [0.3, 0.1, -0.3], [0.0, -0.3, -0.2], [0.0, 0.1, 0.1], [-0.1, -0.2, -0.1], [0.0, 0.1, 0.0], [-0.2, 0.3, 0.0], [0.2, 0.2, 0.1], [-0.1, 0.2, 0.0], [0.1, 0.0, 0.1], [0.1, 0.1, 0.0], [0.0, -0.1, 0.0], [0.1, -0.1, -0.1], [-0.1, 0.0, 0.0], [-0.1, -0.3, -0.2], [-0.1, 0.0, 0.0], [0.0, 0.1, 0.0], [0.0, 0.0, 0.0], [0.0, 0.0, 0.0], [0.1, 0.3, 0.2], [-0.1, 0.1, 0.1], [0.1, 0.0, 0.1], [0.1, 0.1, 0.0], [0.0, -0.1, 0.0], [0.0, -0.1, 0.0], [-0.2, 0.0, -0.1], [-0.1, 0.1, -0.2], [0.0, 0.0, 0.0], [0.0, -0.1, 0.0], [0.0, 0.0, 0.0], [0.0, 0.0, 0.0], [0.1, -0.1, 0.2], [0.1, -0.1, 0.1], [0.1, 0.1, 0.1], [0.0, 0.0, 0.1], [0.0, 0.1, 0.0], [-0.1, 0.1, 0.0], [-0.1, -0.1, -0.1], [0.1, 0.1, 0.2], [0.0, 0.0, 0.0], [0.0, 0.0, 0.0], [0.0, 0.0, 0.0], [0.0, 0.0, 0.0], [-0.1, -0.2, -0.1], [-0.1, 0.0, -0.1], [0.0, -0.1, 0.0], [0.0, -0.1, 0.0], [0.1, 0.0, 0.1], [0.1, 0.0, 0.1], [0.0, 0.1, 0.0]], "fmax_ev_per_a": 1.83, "energy_ha": -2326.1950, "lumo_energy_ev": -3.26, "charge": 1, "multiplicity": 1}

=====

(2)
{"formula": "C5H7INO", "method": "ωB97M-V/def2-TZVPD", "species": ["C", "C", "C", "C", "C", "N", "O", "I", "H", "H", "H", "H", "H", "H", "H"], "coordinates": [[-1.12041, -2.05788, -0.00328], [-1.20579, 0.17676, 0.00031], [-2.76314, -0.62909, -0.00603], [-0.98758, 1.61123, -0.01065], [1.01475, -0.87221, 0.01286], [-0.43156, -0.89729, 0.00566], [-2.42098, -1.88466, -0.00948], [-4.64521, 0.14814, 0.00160], [-0.68842, -3.03907, -0.01140], [-0.80491, 1.99021, 0.99782], [-0.13264, 1.87833, -0.62938], [-1.88155, 2.09605, -0.39777], [1.37708, -0.33409, 0.89142], [1.39128, -1.89255, 0.03316], [1.38445, -0.36812, -0.88309]], "forces_ev_per_angstrom": [[0.7, 0.3, 0.0], [-7.1, -3.1, -0.1], [5.5, 4.2, 0.0], [0.5, 0.4, 0.2], [1.0, 0.1, 0.0], [-0.8, -1.0, 0.0], [0.2, -0.5, 0.0], [0.3, -0.3, 0.0], [-0.1, -0.1, 0.0], [0.0, 0.0, 0.0], [0.0, 0.1, -0.1], [0.0, 0.0, 0.0], [-0.1, -0.1, -0.1], [0.0, 0.1, 0.0], [-0.1, -0.1, 0.1]], "fmax_ev_per_a": 7.76, "e_above_lowest_ev": 1.308, "energy_ha": -622.0700, "lumo_energy_ev": -3.83, "charge": 1, "multiplicity": 1}

=====

(3)
{"formula": "C5H13N2O", "method": "ωB97M-V/def2-TZVPD", "species": ["C", "C", "C", "C", "C", "N", "N", "O", "H", "H", "H", "H", "H", "H", "H", "H", "H", "H", "H", "H", "H"], "coordinates": [[-2.19019, 0.75177, -0.95562], [0.47865, -1.44897, 1.32793], [1.34853, 0.74211, 0.30625], [-2.42884, -0.47182, 1.32880], [0.48273, -0.54707, 0.13942], [-1.86088, 0.61777, 0.44634], [0.16343, -0.85570, -1.11843], [-2.11179, -0.05180, -1.84979], [-2.09132, 1.81034, -1.15619], [1.26698, -2.20375, 1.11822], [0.90521, -0.78174, 2.08568], [-0.42670, -2.01803, 1.48621], [0.68928, 1.45283, 0.78896], [2.29204, 0.72995, 0.99755], [1.59746, 0.98528, -0.76139], [-3.45869, -0.16890, 1.34528], [-2.48668, -1.61932, 0.93075], [-2.05335, -0.22870, 2.35056], [-0.13961, -0.27078, -1.94071], [-0.39423, -1.72470, -1.02530], [-1.80369, 1.59053, 0.93547]], "forces_ev_per_angstrom": [[2.5, 1.2, 2.0], [1.1, 0.0, -1.2], [0.2, -0.9, -0.6], [-0.8, -0.1, -0.6], [2.7, 1.9, -1.9], [-0.5, 0.3, -0.8], [-1.3, -1.8, 2.7], [-1.1, -0.7, 0.7], [-0.6, 0.8, -0.5], [-0.2, 0.3, 0.1], [-0.8, -0.8, 0.6], [-0.1, 0.3, 0.5], [0.0, 0.5, -0.2], [-1.7, -0.7, -1.5], [0.1, 0.5, 1.3], [-0.8, -0.4, 0.4], [0.9, 3.0, 0.9], [0.0, -1.1, -0.8], [0.9, -0.4, 1.3], [0.3, 0.6, -1.3], [-0.6, -2.5, -1.2]], "fmax_ev_per_a": 3.82, "e_above_lowest_ev": 3.289, "energy_ha": -382.7408, "lumo_energy_ev": -4.17, "charge": 1, "multiplicity": 1}